{"formula": "C2H5N3OS", "method": "ωB97M-V/def2-TZVPD", "species": ["S", "C", "H", "H", "O", "N", "N", "H", "N", "H", "C", "H"], "coordinates": [[-0.77712, 0.89967, 1.59394], [-0.23215, 0.04378, 0.30695], [0.23339, 1.71758, -2.93186], [0.88286, -1.55343, 2.19982], [-0.24811, 0.63270, -0.92507], [0.33939, -1.15760, 0.34785], [0.61518, 0.03426, -1.85278], [1.45856, 0.47162, -3.62352], [0.25716, -1.99702, 1.50375], [-0.72629, -1.85262, 1.84800], [0.79468, 0.80711, -2.81616], [0.71292, -1.50229, -0.53144]], "mulliken_charge": [-0.3359, 0.3502, 0.2887, 0.2844, -0.1113, 0.0821, -0.3637, 0.2567, -0.7867, 0.2945, -0.3039, 0.3448], "smiles": "C=NOC(=S)NN", "e_homo_ev": -8.7, "multiplicity": 1, "e_lumo_ev": 0.67, "de_lowest_kcal_mol": 83.9}

***

{"formula": "C2H5N3OS2", "method": "ωB97M-V/def2-TZVPD", "species": ["H", "N", "H", "H", "H", "C", "N", "S", "C", "H", "N", "O", "S"], "coordinates": [[-1.56734, 1.83151, -0.39524], [1.55876, -0.70410, 0.98164], [-0.18076, -1.77960, -1.02285], [-2.31783, 1.07556, 1.99361], [2.08886, -0.38574, 0.20803], [0.20037, -1.21616, -1.90717], [0.45109, 0.05539, 1.15409], [0.25739, 0.49113, -1.60682], [-0.20504, 0.46629, 0.14939], [2.11696, -0.62653, 1.86486], [-1.43121, 1.12254, 0.29689], [-1.60295, 1.59355, 1.58311], [0.63171, -1.92385, -3.29955]], "mulliken_charge": [0.2515, -0.5308, 0.3210, 0.3360, 0.2039, -0.1474, -0.1739, -0.1222, 0.4085, 0.2821, -0.2196, -0.4076, -0.2015], "smiles": "N/N=C(/NO)SC=S", "e_homo_ev": -8.6, "multiplicity": 1, "e_lumo_ev": -0.44, "de_lowest_kcal_mol": 78.0}

***

{"formula": "C2H5N3S", "method": "ωB97M-V/def2-TZVPD", "species": ["S", "C", "H", "H", "N", "H", "N", "N", "C", "H", "H"], "coordinates": [[-1.07144, 2.00361, 0.83525], [-0.20238, 0.83157, 1.81889], [-0.08893, -0.82218, -1.97737], [0.04415, 1.00720, 2.89525], [-1.79209, 0.87565, -0.12342], [0.80497, -1.16429, 1.37487], [0.30983, -0.67921, -1.07166], [-0.59822, -0.60723, -0.08272], [0.00697, -0.36719, 1.13265], [1.12040, -0.19724, -0.95527], [-1.87764, 1.28252, -1.03030]], "mulliken_charge": [-0.0105, -0.2502, 0.2529, 0.3428, -0.4292, 0.3696, -0.3624, -0.1469, -0.2359, 0.2240, 0.2457], "e_homo_ev": -7.4, "multiplicity": 1, "e_lumo_ev": 0.50, "de_lowest_kcal_mol": 115.6}